# C30H24Cl2N2NiO6P

A molecular structure, C30H24Cl2N2NiO6P (wB97M-V/def2-TZVPD, the OMol25 dataset).

ORCA input file:
```
! RIJCOSX wB97M-V def2-TZVPD def2/J DEFGRID3
* xyz -1 3
Ni 0.210 0.113 -0.060
O 0.416 -3.722 -0.546
C -0.002 -2.680 -1.062
O -0.614 -1.749 -0.443
C 0.241 -2.481 -2.562
C 0.566 -3.632 -3.281
C 0.769 -3.597 -4.649
C 0.660 -2.387 -5.323
C 0.353 -1.236 -4.621
C 0.135 -1.252 -3.240
P -0.293 0.337 -2.368
C 0.604 1.597 -3.334
C 0.241 2.122 -4.572
C 1.035 3.076 -5.196
C 2.199 3.521 -4.585
C 2.559 3.020 -3.341
C 1.761 2.073 -2.716
C -2.075 0.470 -2.784
C -2.880 -0.650 -2.570
C -4.243 -0.594 -2.818
C -4.825 0.582 -3.273
C -4.035 1.706 -3.462
C -2.670 1.653 -3.210
H 0.655 -4.554 -2.722
H 1.011 -4.505 -5.188
H 0.815 -2.338 -6.395
H 0.292 -0.301 -5.161
H -0.659 1.781 -5.069
H 0.738 3.472 -6.159
H 2.812 4.273 -5.067
H 3.450 3.383 -2.843
H 2.017 1.727 -1.721
H -2.439 -1.563 -2.188
H -4.854 -1.471 -2.637
H -5.892 0.630 -3.454
H -4.482 2.640 -3.778
H -2.083 2.558 -3.287
O 1.615 2.792 2.661
C 1.204 1.853 1.983
O 1.254 1.694 0.724
C 0.576 0.684 2.742
C 0.525 0.643 4.125
C -0.036 -0.466 4.733
C -0.532 -1.499 3.945
C -0.443 -1.384 2.568
N 0.103 -0.311 1.997
H 0.922 1.485 4.676
H -0.093 -0.530 5.813
H -0.983 -2.378 4.385
H -0.809 -2.140 1.884
C 2.510 -3.767 1.701
C 3.444 -2.761 1.021
C 2.695 -1.716 0.321
N 2.106 -0.897 -0.215
H 3.091 -4.629 2.024
H 1.725 -4.086 1.013
H 2.038 -3.316 2.575
H 4.079 -3.249 0.281
H 4.097 -2.269 1.741
Cl -4.278 2.136 0.860
C -2.831 3.120 0.491
Cl -3.301 4.554 -0.456
C -1.699 2.286 -0.172
O -1.064 2.792 -1.086
O -1.541 1.158 0.381
H -2.461 3.489 1.441
*
```

## Properties
ΔE to the lowest compared entry with this formula, charge and spin = 0.8 kcal per mole
<S²> = 2.01
Electronic energy = -122147.60873 eV



# C4H14NO2

2 unconnected molecules or ions with the total composition C4H14NO2 at a distorted geometry (wB97M-V/def2-TZVPD, the OMol25 dataset).

ORCA input file:
```
! RIJCOSX wB97M-V def2-TZVPD def2/J DEFGRID3
* xyz 1 1
C 0.813 -1.754 0.656
O 1.409 -1.668 1.973
C 0.796 -0.371 -0.030
C 0.125 -0.417 -1.423
C -0.141 0.967 -2.046
N 0.174 0.667 0.794
H 1.413 -2.343 -0.127
H -0.227 -2.123 0.852
H 2.286 -2.025 1.831
H 1.939 -0.195 -0.055
H 0.774 -0.964 -2.083
H -0.989 -0.824 -1.252
H -0.455 1.054 -3.027
H -0.861 1.538 -1.465
H 0.805 1.601 -1.939
H -0.884 0.548 0.622
H 0.343 1.598 0.382
H 0.499 0.718 1.810
H -2.717 2.103 1.469
H -2.802 0.618 1.837
O -2.301 1.273 1.219
*
```

## Properties
ΔE to the lowest compared entry with this formula, charge and spin = 41.7 kcal per mole
Electronic energy = -9952.95370 eV



# C20H56F6O16PS8

9 unconnected molecules or ions with the total composition C20H56F6O16PS8 at a distorted geometry (wB97M-V/def2-TZVPD, the OMol25 dataset).

ORCA input file:
```
! RIJCOSX wB97M-V def2-TZVPD def2/J DEFGRID3
* xyz -1 1
P 0.106 1.565 -0.747
F -1.024 0.900 0.219
F -0.899 2.828 -0.982
F 0.621 2.333 0.622
F 1.299 2.239 -1.594
F 1.029 0.263 -0.395
F -0.488 0.821 -2.022
O -5.655 0.130 -1.769
S -4.482 0.544 -2.505
O -3.522 -0.399 -3.013
O -4.988 1.470 -3.753
C -6.026 2.398 -3.457
C -7.403 1.912 -3.860
C -3.556 1.734 -1.527
H -5.742 3.365 -3.879
H -6.047 2.649 -2.389
H -8.163 2.533 -3.387
H -7.584 0.890 -3.531
H -7.468 1.932 -4.949
H -4.218 2.499 -1.137
H -2.866 2.197 -2.233
H -2.886 1.231 -0.840
O 3.027 -3.056 3.734
S 2.559 -4.423 3.770
O 1.675 -4.902 4.793
O 1.903 -4.736 2.326
C 2.330 -3.885 1.260
C 1.550 -2.583 1.125
C 4.049 -5.477 3.761
H 2.141 -4.334 0.282
H 3.412 -3.763 1.164
H 1.469 -1.830 1.910
H 0.508 -2.869 0.963
H 1.991 -2.037 0.291
H 4.657 -5.429 2.865
H 3.594 -6.454 3.924
H 4.631 -5.188 4.632
O -1.333 -3.035 3.539
S -2.274 -2.885 2.470
O -2.382 -3.842 1.400
O -3.737 -2.801 3.178
C -4.886 -3.089 2.375
C -6.186 -3.042 3.140
C -2.192 -1.181 1.893
H -4.706 -4.096 1.980
H -4.933 -2.462 1.476
H -6.135 -3.665 4.032
H -6.992 -3.354 2.482
H -6.306 -2.001 3.452
H -3.013 -1.016 1.205
H -1.168 -1.085 1.541
H -2.320 -0.610 2.809
O 3.795 -2.526 -4.054
S 3.764 -2.373 -2.607
O 2.974 -3.163 -1.700
O 5.290 -2.572 -2.135
C 6.151 -3.350 -2.977
C 7.204 -4.014 -2.100
C 3.505 -0.605 -2.164
H 6.674 -2.693 -3.671
H 5.599 -4.110 -3.523
H 7.556 -3.215 -1.435
H 8.077 -4.394 -2.620
H 6.766 -4.733 -1.408
H 3.929 -0.461 -1.176
H 2.443 -0.375 -2.205
H 4.024 -0.076 -2.960
C 4.550 5.901 1.223
S 2.722 6.194 1.130
O 2.418 7.656 0.995
C 2.418 5.334 -0.445
H 4.839 6.242 2.209
H 4.952 6.408 0.349
H 4.662 4.822 1.119
H 3.191 5.644 -1.162
H 1.514 5.553 -1.004
H 2.603 4.284 -0.225
C -1.196 -2.811 -2.775
S -0.446 -4.465 -2.865
O -1.465 -5.403 -3.438
C 0.740 -4.117 -4.199
H -1.871 -2.750 -3.634
H -0.417 -2.054 -2.725
H -1.875 -2.703 -1.930
H 0.100 -3.800 -5.025
H 1.388 -4.952 -4.439
H 1.378 -3.273 -3.942
C 0.133 2.191 4.017
S 1.897 1.951 4.436
O 1.912 1.314 5.802
C 2.246 0.613 3.282
H -0.302 2.746 4.847
H -0.278 1.189 3.913
H 0.008 2.801 3.123
H 1.658 -0.234 3.624
H 3.326 0.489 3.316
H 2.029 1.005 2.285
C -1.891 7.923 0.022
S -2.247 6.684 1.305
O -3.710 6.705 1.595
C -2.030 5.276 0.196
H -2.720 7.972 -0.690
H -1.059 7.679 -0.638
H -1.750 8.868 0.542
H -2.297 4.374 0.747
H -1.058 5.136 -0.268
H -2.794 5.362 -0.581
*
```

## Properties
ΔE to the lowest compared entry with this formula, charge and spin = 21.1 kcal per mole
Electronic energy = -166687.21289 eV



# C2H8N2O

2 unconnected molecules or ions with the total composition C2H8N2O at a distorted geometry (wB97M-V/def2-TZVPD, the OMol25 dataset).

ORCA input file:
```
! RIJCOSX wB97M-V def2-TZVPD def2/J DEFGRID3
* xyz 0 1
H 0.440 -1.688 -1.976
N 0.495 -1.067 -1.178
C -0.576 -0.419 -0.969
N -0.631 0.624 -0.091
C -1.473 1.800 -0.362
H -1.541 -0.716 -1.377
H 0.197 0.855 0.431
H -2.470 1.683 0.081
H -1.019 2.618 0.197
H -1.546 1.987 -1.425
O 3.037 -1.967 2.421
H 2.171 -1.764 2.783
H 2.916 -1.946 1.467
*
```

## Properties
SMILES = [H]/N=C/NC.O
ΔE to the lowest compared entry with this formula, charge and spin = 35.1 kcal per mole
Electronic energy = -7230.80558 eV



# C8H12N2S

C8H12N2S in the gas phase at a distorted geometry (wB97M-V/def2-TZVPD, the OMol25 dataset).

ORCA input file:
```
! RIJCOSX wB97M-V def2-TZVPD def2/J DEFGRID3
* xyz 0 1
C -0.828 -2.020 3.129
C -1.348 -1.185 1.928
C -0.122 -0.513 1.121
C -0.701 0.124 -0.209
C 0.469 0.523 -1.289
C 1.296 -0.615 -1.482
N 2.030 -1.486 -1.574
C 1.227 1.479 -0.598
N 1.805 2.374 -0.160
S -0.380 1.236 -2.754
C 0.889 2.345 -3.353
H -0.193 -2.747 2.714
H -0.201 -1.505 3.922
H -1.655 -2.624 3.743
H -2.008 -0.389 2.369
H -1.819 -1.949 1.243
H 0.640 -1.235 0.982
H 0.264 0.168 1.762
H -1.344 -0.562 -0.814
H -1.225 1.041 -0.031
H 0.426 2.777 -4.239
H 1.680 1.702 -3.826
H 1.100 3.059 -2.586
*
```

## Properties
SMILES = CCCCC(C#N)(C#N)SC
ΔE to the lowest compared entry with this formula, charge and spin = 43.4 kcal per mole
Electronic energy = -22303.97762 eV



# C19H27NO3

C19H27NO3 in the gas phase (wB97M-V/def2-TZVPD, the OMol25 dataset).

ORCA input file:
```
! RIJCOSX wB97M-V def2-TZVPD def2/J DEFGRID3
* xyz 0 1
C -4.890 -1.903 0.807
C -4.996 -1.000 -0.419
O -4.039 0.040 -0.418
C -2.730 -0.221 -0.731
C -2.271 -1.458 -1.170
C -0.937 -1.684 -1.455
C -0.015 -0.655 -1.320
C 1.441 -0.813 -1.596
O 2.133 0.095 -2.013
N 1.924 -2.067 -1.378
C 3.343 -2.314 -1.305
C 3.847 -2.236 0.149
C 3.498 -0.899 0.742
C 2.392 -0.727 1.455
C 1.929 0.591 1.993
C 2.670 1.751 1.336
C 4.162 1.447 1.295
C 4.399 0.247 0.385
C -0.471 0.594 -0.922
C -1.804 0.837 -0.617
O -2.059 2.106 -0.202
C -3.372 2.639 -0.178
C -3.238 4.142 0.018
H -4.993 -1.309 1.712
H -5.681 -2.647 0.781
H -3.928 -2.409 0.838
H -4.939 -1.584 -1.345
H -5.955 -0.474 -0.407
H -2.963 -2.275 -1.294
H -0.637 -2.658 -1.813
H 1.340 -2.708 -0.864
H 3.559 -3.300 -1.728
H 3.828 -1.547 -1.912
H 4.927 -2.392 0.152
H 3.381 -3.038 0.728
H 1.762 -1.575 1.697
H 0.852 0.688 1.826
H 2.090 0.610 3.078
H 2.476 2.677 1.882
H 2.312 1.876 0.313
H 4.718 2.310 0.923
H 4.518 1.223 2.303
H 5.444 -0.072 0.438
H 4.191 0.535 -0.650
H 0.226 1.412 -0.839
H -3.886 2.423 -1.121
H -3.949 2.199 0.643
H -2.713 4.348 0.947
H -4.223 4.599 0.055
H -2.672 4.576 -0.801
*
```

## Properties
SMILES = CCOc1ccc(C(=O)NCCC2=CCCCC2)cc1OCC
ΔE to the lowest compared entry with this formula, charge and spin = 51.2 kcal per mole
Electronic energy = -27773.77543 eV



# C24H17Br2N6OS3Tc

A molecular structure, C24H17Br2N6OS3Tc at a distorted geometry (wB97M-V/def2-TZVPD, the OMol25 dataset).

ORCA input file:
```
! RIJCOSX wB97M-V def2-TZVPD def2/J DEFGRID3
* xyz 1 2
Tc -0.063 -0.483 -0.098
C 1.488 -2.864 3.224
C 1.262 -2.061 1.994
N 0.096 -1.663 1.610
N -0.983 -1.923 2.407
C -2.107 -1.901 1.711
N -3.241 -2.105 2.399
S -2.182 -1.683 0.008
C 2.368 -1.634 1.112
C 3.691 -1.976 1.299
C 4.642 -1.522 0.393
C 4.247 -0.719 -0.662
C 2.905 -0.421 -0.796
N 1.991 -0.881 0.065
H 0.561 -3.335 3.533
H 1.830 -2.224 4.043
H 2.243 -3.632 3.052
H -3.184 -2.327 3.378
H -4.112 -2.222 1.916
H 3.971 -2.598 2.138
H 5.682 -1.800 0.510
H 4.957 -0.338 -1.383
H 2.536 0.182 -1.615
S 0.330 -2.942 -0.868
C 0.032 -2.147 -2.344
N 0.050 -0.872 -2.227
C -0.222 -0.187 -3.423
C -0.195 1.181 -3.648
C -0.494 1.644 -4.916
C -0.799 0.758 -5.955
C -0.777 -0.608 -5.748
C -0.482 -1.070 -4.469
S -0.382 -2.728 -3.908
H 0.063 1.865 -2.849
H -0.492 2.709 -5.108
H -1.046 1.145 -6.935
H -0.978 -1.298 -6.558
Br -3.870 2.422 -1.765
C -2.891 2.605 -0.183
C -3.242 3.600 0.763
C -2.539 3.750 1.920
Br -3.049 5.082 3.147
C -1.430 2.913 2.199
C -0.585 2.982 3.326
C 0.472 2.119 3.435
C 0.677 1.143 2.453
N -0.112 1.025 1.403
C -1.135 1.923 1.253
C -1.847 1.762 0.059
O -1.438 0.776 -0.750
H -4.080 4.250 0.553
H -0.774 3.723 4.092
H 1.148 2.169 4.277
H 1.489 0.434 2.538
*
```

## Properties
ΔE to the lowest compared entry with this formula, charge and spin = 23.3 kcal per mole
<S²> = 0.77
Electronic energy = -210937.82342 eV



# C10H12NS

2 unconnected molecules or ions with the total composition C10H12NS at a distorted geometry (wB97M-V/def2-TZVPD, the OMol25 dataset).

ORCA input file:
```
! RIJCOSX wB97M-V def2-TZVPD def2/J DEFGRID3
* xyz 1 1
C -1.035 -3.494 -0.018
C 0.350 -3.613 0.388
C -1.582 -2.399 -0.517
C 1.187 -2.505 0.288
C -1.186 -0.193 -1.498
C 1.437 -0.155 0.113
C -0.743 -1.201 -0.712
C 0.609 -1.255 -0.098
C 0.018 1.788 -1.148
C -0.545 3.044 -1.694
N 0.779 2.902 2.454
S 1.277 1.505 -0.174
H -1.533 -4.382 0.232
H 0.648 -4.596 0.790
H -2.605 -2.185 -0.372
H 2.253 -2.496 0.668
H -1.891 0.035 -2.304
H 2.459 -0.291 0.453
H 0.243 3.849 -1.640
H -1.379 3.298 -0.884
H -1.004 3.083 -2.711
H 1.533 3.559 2.836
H 0.732 2.208 3.224
H -0.022 3.495 2.325
*
```

## Properties
ΔE to the lowest compared entry with this formula, charge and spin = 140.6 kcal per mole
Electronic energy = -22877.28249 eV